Density functional theory data (wB97M-V/def2-TZVPD) for the ion C5H11N2OS with charge +1 at a distorted geometry.

For the frontier orbital gap (alpha / beta), the calculation gives 8.918 / 8.917 eV. As for the energy: -21215.8853 eV. Its charge is +1. The LUMO energy (alpha / beta) is -4.41 / -4.41 eV. The HOMO energy (alpha / beta) is -0.48986 / -0.48984 hartree.

```
20
Properties=species:S:1:pos:R:3:forces:R:3:mulliken_charge:R:1
C -0.723743 -1.264686 0.756530 1.39 -0.98 0.29 0.432
C -1.066207 -0.845301 -0.728309 -1.79 -1.96 2.19 -0.479
C 0.415395 0.979264 -0.175345 1.45 -3.19 2.50 -0.055
C 0.645211 -0.199415 2.605513 -1.64 0.88 0.20 -0.894
C 0.507140 -0.012513 -2.531459 -2.04 1.07 -0.55 -1.027
N 0.294930 -0.537326 1.232613 1.87 2.88 -2.66 -0.123
N -0.346333 0.289089 -1.279775 1.77 2.09 0.27 0.107
O -1.184947 -2.232257 1.331061 -0.53 0.92 -1.01 -0.575
S -0.274308 2.441144 0.403817 -0.59 0.64 0.39 -0.125
H -0.976855 -1.721766 -1.352000 -0.12 -0.12 -0.21 0.372
H -2.120954 -0.575172 -0.562786 0.18 -0.08 -0.80 0.263
H 1.514127 0.984565 -0.321901 -0.89 -0.25 -0.08 0.303
H 1.654904 -0.028343 2.997394 0.22 -0.27 -1.34 0.283
H 0.060831 0.714640 2.724998 0.20 0.41 0.79 0.336
H 0.205720 -0.874056 3.332331 -0.37 -0.53 -0.31 0.356
H 1.272356 -0.618643 -2.236268 2.76 -0.86 1.25 0.530
H -0.091538 -0.784630 -2.949821 -0.82 -0.02 -1.48 0.402
H 0.807421 0.828595 -3.249670 -0.80 -1.01 1.60 0.319
H -1.075720 0.941573 -1.526443 -0.22 0.44 -0.58 0.375
H 0.482571 2.515240 1.529519 -0.05 -0.05 -0.44 0.200
```
Positions in Å, forces in eV/Å.